(1)
170
Properties=species:S:1:pos:R:3:lowdin_charge:R:1 method="wB97M-V/def2-TZVPD" e_homo_ev=-9.44 gap_ev=9.91 e_tot_ev=-112739.059
C -4.8263 2.3565 -3.6886 -0.16
C -4.3176 1.0416 -4.2693 -0.16
C -3.5990 0.4378 -3.0616 -0.21
O -4.3308 0.8796 -1.9145 -0.16
C -5.2406 1.9125 -2.2990 -0.20
H -5.6562 2.7880 -4.2485 0.11
H -4.0100 3.0803 -3.6546 0.11
H -3.6380 1.1246 -5.1146 0.10
H -5.1633 0.4092 -4.5552 0.12
H -2.5686 0.7872 -2.9997 0.09
H -3.6046 -0.6496 -3.1569 0.10
H -5.2148 2.7241 -1.5690 0.11
H -6.2482 1.4738 -2.2922 0.11
C -5.7769 1.4192 2.7342 -0.17
C -5.3259 2.3705 3.8451 -0.15
C -3.8361 2.0460 3.9005 -0.22
O -3.4511 1.7838 2.5556 -0.16
C -4.6220 1.4940 1.7512 -0.17
H -6.7527 1.6973 2.3182 0.11
H -5.9683 0.4187 3.1380 0.11
H -5.8821 2.1897 4.7638 0.11
H -5.4558 3.4133 3.5531 0.12
H -3.5839 1.2030 4.5522 0.11
H -3.2663 2.9180 4.2372 0.12
H -4.4281 0.5816 1.1986 0.10
H -4.7660 2.3422 1.0803 0.12
O -3.8567 -1.9694 -0.5080 0.12
C -5.0480 -2.0037 -0.4322 -0.47
O -5.6815 -2.1301 0.7600 0.01
C -7.1029 -2.1236 0.6014 -0.14
C -7.3777 -1.7656 -0.8671 -0.13
C -6.0618 -2.0565 -1.5610 -0.06
H -7.5374 -1.3990 1.2881 0.12
H -7.4817 -3.1073 0.8865 0.12
H -7.6058 -0.7008 -0.9259 0.11
H -8.2191 -2.3046 -1.2957 0.12
H -5.7576 -1.2970 -2.2801 0.11
H -5.9481 -3.0468 -2.0029 0.14
O 4.5529 -0.8445 -3.8239 0.10
C 4.5408 -1.5967 -2.8916 -0.50
O 3.8543 -1.3114 -1.7717 0.01
C 3.9711 -2.3457 -0.7859 -0.15
C 4.7457 -3.5178 -1.4124 -0.11
C 5.2716 -2.9193 -2.7444 -0.05
H 2.9869 -2.6487 -0.4308 0.10
H 4.4948 -1.8996 0.0626 0.10
H 4.0543 -4.3204 -1.6655 0.11
H 5.5416 -3.8746 -0.7702 0.11
H 5.1117 -3.5369 -3.6213 0.12
H 6.3321 -2.6738 -2.6639 0.13
O 1.9817 -4.9333 1.1228 0.11
C 2.3899 -4.4707 2.1473 -0.48
O 1.6813 -4.4974 3.2884 0.02
C 2.3042 -3.7197 4.3294 -0.11
C 3.4585 -2.9797 3.6352 -0.14
C 3.7349 -3.8406 2.4209 -0.05
H 2.6252 -4.3781 5.1365 0.13
H 1.5706 -3.0301 4.7360 0.10
H 4.2920 -2.8309 4.3184 0.12
H 3.0904 -1.9846 3.3774 0.09
H 4.4436 -4.6393 2.6570 0.14
H 4.1344 -3.2949 1.5762 0.09
O 1.2691 -0.8050 1.8494 0.09
C 0.6276 -0.2941 0.9704 -0.48
O -0.4836 0.4155 1.2280 0.02
C -1.1954 0.7422 0.0146 -0.11
C -0.2195 0.4831 -1.1477 -0.11
C 0.8848 -0.3624 -0.5169 -0.05
H -1.6052 1.7483 0.0125 0.12
H -2.0460 0.0590 -0.0557 0.11
H 0.1760 1.3819 -1.6145 0.09
H -0.6961 -0.0781 -1.9513 0.09
H 1.8826 0.0510 -0.6842 0.11
H 0.9083 -1.3880 -0.8792 0.10
O 3.7423 4.6245 2.2184 0.10
C 2.6403 4.7822 1.7696 -0.49
O 2.1988 5.9731 1.3398 0.04
C 0.9268 5.8493 0.6871 -0.13
C 0.3709 4.4534 0.9979 -0.11
C 1.5700 3.7202 1.6092 -0.06
H 1.0834 5.9690 -0.3881 0.12
H 0.2813 6.6789 0.9703 0.12
H 0.1276 3.9885 0.0443 0.09
H -0.5213 4.4457 1.6165 0.12
H 1.9358 2.9346 0.9535 0.10
H 1.3949 3.3338 2.6115 0.11
O 6.4087 -1.1225 2.0548 0.11
C 5.6104 -0.3050 2.4062 -0.49
O 4.8076 0.3010 1.4968 0.00
C 4.0001 1.3299 2.1057 -0.14
C 4.5514 1.5143 3.5282 -0.11
C 5.2805 0.2052 3.7922 -0.06
H 2.9719 0.9727 2.0373 0.11
H 4.0825 2.2918 1.6026 0.09
H 3.7579 1.6957 4.2513 0.11
H 5.2215 2.3732 3.5267 0.12
H 4.5868 -0.5128 4.2326 0.09
H 6.1794 0.2573 4.3967 0.13
O -1.8033 -0.7869 -5.3017 0.12
C -0.6337 -1.0463 -5.4060 -0.49
O 0.1855 -0.9794 -4.3397 0.00
C 1.5021 -1.4737 -4.6803 -0.13
C 1.2979 -2.2779 -5.9755 -0.13
C 0.1208 -1.5528 -6.6195 -0.06
H 1.8881 -2.0622 -3.8526 0.11
H 2.1655 -0.6202 -4.8304 0.12
H 1.0266 -3.3039 -5.7223 0.11
H 2.2189 -2.2997 -6.5546 0.12
H -0.5553 -2.1517 -7.2204 0.13
H 0.4495 -0.6916 -7.2083 0.13
O -1.2115 -4.3302 -4.6315 0.12
C -0.9419 -4.0842 -3.4941 -0.49
O 0.2433 -4.4549 -2.9610 0.02
C 0.3116 -4.1633 -1.5519 -0.13
C -1.0713 -3.5980 -1.1479 -0.12
C -1.7408 -3.2926 -2.4823 -0.06
H 1.1036 -3.4264 -1.4206 0.09
H 0.5627 -5.0702 -1.0116 0.11
H -0.8911 -2.6984 -0.5586 0.09
H -1.6210 -4.2786 -0.5041 0.11
H -1.6728 -2.2430 -2.7713 0.11
H -2.7766 -3.6129 -2.5485 0.12
O 2.6626 -0.5229 5.7428 0.11
C 1.6305 0.0484 5.5207 -0.47
O 1.4917 1.3775 5.7091 0.03
C 0.2294 1.8277 5.1758 -0.13
C -0.6648 0.5877 5.0547 -0.12
C 0.3379 -0.5568 5.0284 -0.07
H 0.4315 2.2806 4.2031 0.10
H -0.1811 2.6012 5.8200 0.12
H -1.2895 0.6876 4.1666 0.10
H -1.3270 0.5382 5.9202 0.12
H 0.5106 -0.9696 4.0300 0.10
H 0.0787 -1.4139 5.6496 0.12
O -1.3901 4.3224 -1.9495 0.11
C -0.7875 3.9207 -2.8988 -0.49
O -1.1252 2.8002 -3.5626 0.01
C -0.1686 2.5185 -4.5967 -0.14
C 0.5618 3.8379 -4.8651 -0.14
C 0.4682 4.5209 -3.5084 -0.07
H -0.6184 2.1924 -5.5347 0.13
H 0.5013 1.7250 -4.2594 0.12
H 0.0603 4.4158 -5.6399 0.12
H 1.5907 3.6521 -5.1722 0.12
H 0.4135 5.6044 -3.5196 0.13
H 1.2756 4.1994 -2.8405 0.11
O -1.3859 -3.4553 5.6017 0.11
C -1.8569 -3.0897 4.5654 -0.50
O -2.8973 -2.2410 4.5056 0.03
C -3.2393 -1.8835 3.1433 -0.11
C -2.2503 -2.6155 2.2266 -0.13
C -1.3773 -3.4386 3.1763 -0.05
H -3.1912 -0.8017 3.0439 0.10
H -4.2588 -2.2258 2.9804 0.11
H -1.6247 -1.9067 1.6861 0.09
H -2.7655 -3.2316 1.4977 0.09
H -0.3275 -3.1620 3.1233 0.10
H -1.4327 -4.5108 3.0033 0.13
O 2.4856 2.2887 -1.7030 0.10
C 3.5768 2.7296 -1.4416 -0.47
O 3.7103 3.9775 -0.9724 0.02
C 5.0907 4.3268 -0.7426 -0.13
C 5.8713 3.0129 -0.8142 -0.12
C 4.9206 2.0481 -1.5339 -0.05
H 5.2121 4.8286 0.2133 0.11
H 5.3488 5.0438 -1.5257 0.13
H 6.0203 2.6246 0.1943 0.11
H 6.8424 3.1089 -1.2910 0.12
H 4.8436 1.0884 -1.0235 0.11
H 5.1706 1.8306 -2.5721 0.13



(2)
162
Properties=species:S:1:pos:R:3:lowdin_charge:R:1 method="wB97M-V/def2-TZVPD" e_homo_ev=-7.85 gap_ev=8.17 e_tot_ev=-80420.843
C -7.1786 0.7953 -3.6816 -0.11
C -7.1865 1.7236 -2.5033 -0.27
C -6.1968 1.2995 -1.4475 -0.18
C -4.7408 1.3639 -1.7668 -0.15
N -3.6056 1.4270 -2.0365 0.19
H -7.9552 1.0813 -4.3909 0.08
H -7.3743 -0.1989 -3.2799 0.07
H -6.2231 0.6674 -4.1903 0.07
H -8.1961 1.7900 -2.0979 0.12
H -7.0107 2.7413 -2.8518 0.11
H -6.3888 0.2579 -1.1901 0.12
H -6.4380 1.8119 -0.5162 0.11
C 1.4164 -0.3243 0.7242 -0.10
C 0.3179 0.6921 0.8265 -0.23
C -0.2792 0.9518 -0.6315 -0.15
C -0.9463 -0.1884 -1.3038 -0.25
N -1.4441 -1.0890 -1.7940 0.18
H 1.8999 -0.2440 -0.2494 0.06
H 1.0728 -1.3276 0.9760 0.07
H 2.1982 -0.0999 1.4499 0.06
H 0.7523 1.6510 1.1090 0.08
H -0.3872 0.4223 1.6127 0.10
H 0.5425 1.4124 -1.1801 0.09
H -1.0914 1.6763 -0.5727 0.08
C -2.9401 -1.6146 2.7457 -0.08
C -3.2885 -0.5994 1.6400 -0.24
C -3.8070 0.8276 1.9386 -0.16
C -4.9097 0.7950 2.9323 -0.23
N -5.7952 0.7650 3.6842 0.15
H -2.3950 -2.4605 2.3268 0.06
H -3.8955 -1.8990 3.1866 0.08
H -2.3245 -1.2042 3.5462 0.06
H -4.1731 -1.0836 1.2263 0.08
H -2.6180 -0.6321 0.7812 0.07
H -4.2483 1.2970 1.0594 0.08
H -3.0150 1.5169 2.2314 0.09
C 6.0961 0.6869 -3.6295 -0.11
C 5.7874 1.8676 -4.5484 -0.25
C 4.9029 3.0327 -3.9523 -0.15
C 3.7084 2.6113 -3.1829 -0.24
N 2.8034 2.3443 -2.5656 0.17
H 5.1739 0.3537 -3.1536 0.05
H 6.7844 1.0787 -2.8806 0.06
H 6.5765 -0.1573 -4.1242 0.08
H 5.2649 1.4536 -5.4107 0.07
H 6.7488 2.2297 -4.9124 0.10
H 4.5961 3.8118 -4.6501 0.12
H 5.5454 3.4997 -3.2059 0.11
C -2.7584 7.2862 -1.0102 -0.10
C -1.7994 6.0019 -0.9817 -0.20
C -2.4963 4.7108 -1.4675 -0.18
C -3.6662 4.2969 -0.6638 -0.19
N -4.5457 3.9232 0.0587 0.17
H -2.2424 8.2421 -0.9208 0.06
H -3.5720 7.3223 -0.2857 0.06
H -3.2492 7.3302 -1.9825 0.06
H -1.4895 5.9684 0.0628 0.09
H -0.9676 6.2395 -1.6449 0.11
H -1.7647 3.9041 -1.4210 0.10
H -2.8295 4.7707 -2.5036 0.12
C 1.7695 3.7521 6.4074 -0.12
C 2.7406 3.1738 5.4090 -0.26
C 2.1428 2.2592 4.3335 -0.18
C 1.4211 1.1331 4.9474 -0.22
N 0.8914 0.2539 5.4316 0.17
H 2.2763 3.9263 7.3565 0.07
H 1.2715 4.6906 6.1637 0.07
H 1.0797 2.9955 6.7814 0.07
H 3.5464 2.7434 6.0035 0.12
H 3.1678 4.0587 4.9372 0.11
H 3.0473 1.8902 3.8500 0.07
H 1.5604 2.7286 3.5407 0.10
C 3.3438 -2.7203 -3.5931 -0.11
C 2.3992 -1.7823 -2.8725 -0.25
C 1.5365 -0.8988 -3.8374 -0.17
C 2.3083 -0.0893 -4.7559 -0.22
N 2.9062 0.5612 -5.5558 0.17
H 4.2908 -2.2504 -3.8585 0.07
H 2.8369 -3.0349 -4.5054 0.07
H 3.3471 -3.6225 -2.9815 0.05
H 3.0282 -1.2140 -2.1873 0.08
H 1.6939 -2.3339 -2.2509 0.09
H 0.9702 -0.2238 -3.1956 0.07
H 0.8640 -1.4942 -4.4549 0.13
C -0.2764 -4.6053 0.7887 -0.09
C -0.9135 -5.6363 -0.2090 -0.21
C -0.0292 -5.8793 -1.4468 -0.16
C 1.4459 -5.9902 -1.2525 -0.19
N 2.5996 -6.0870 -1.0713 0.16
H -0.8391 -4.4601 1.7108 0.06
H -0.2858 -3.6231 0.3161 0.06
H 0.7902 -4.7849 0.9238 0.04
H -1.9059 -5.2617 -0.4597 0.09
H -1.1367 -6.5518 0.3388 0.10
H -0.0924 -5.0309 -2.1281 0.11
H -0.3306 -6.7753 -1.9894 0.12
C 6.7820 -0.2425 0.1931 -0.09
C 5.5117 0.5926 0.0824 -0.26
C 5.3146 1.3993 1.3502 -0.20
C 5.0181 0.6527 2.6067 -0.21
N 4.8080 0.0909 3.5985 0.16
H 7.5831 0.4779 0.3586 0.07
H 7.0006 -0.8437 -0.6895 0.06
H 6.8376 -0.9228 1.0430 0.07
H 4.6496 -0.0604 -0.0538 0.09
H 5.5374 1.3564 -0.6948 0.09
H 4.5815 2.1805 1.1491 0.11
H 6.2357 1.9365 1.5761 0.12
C 3.4881 -3.5745 0.8589 -0.11
C 4.7039 -4.2726 1.4380 -0.25
C 5.5355 -5.0268 0.3913 -0.18
C 5.8352 -4.2906 -0.8714 -0.19
N 6.1392 -3.7225 -1.8682 0.14
H 2.8058 -4.3155 0.4423 0.03
H 3.8082 -2.7914 0.1715 0.07
H 2.9700 -3.0105 1.6345 0.04
H 4.4252 -4.9465 2.2482 0.09
H 5.1905 -3.5123 2.0490 0.11
H 5.0940 -5.9913 0.1405 0.10
H 6.4562 -5.2655 0.9237 0.11
C -3.6313 3.4627 5.0209 -0.08
C -4.1807 4.3392 3.8489 -0.23
C -3.1535 5.0481 2.8770 -0.16
C -1.9911 4.1490 2.5687 -0.23
N -1.0662 3.4994 2.3706 0.16
H -3.8204 2.4058 4.8334 0.05
H -4.3219 3.6970 5.8310 0.07
H -2.6320 3.7256 5.3680 0.07
H -4.8392 5.1586 4.1369 0.10
H -4.9123 3.7737 3.2718 0.08
H -2.7267 5.8805 3.4364 0.11
H -3.5546 5.4129 1.9314 0.07
N -1.6568 1.5171 -4.0966 0.01
C -2.2749 0.7099 -5.0490 -0.12
C -1.4086 0.6546 -6.0969 -0.15
C -0.2785 1.3387 -5.7951 -0.16
C -0.3882 1.8212 -4.5227 -0.15
H -2.1315 1.7367 -3.2326 0.04
H -3.2627 0.3021 -4.8931 0.09
H -1.5881 0.0450 -6.9702 0.10
H 0.4643 1.3831 -6.5777 0.09
H 0.2072 2.4742 -3.9018 0.09
N -4.1098 -2.7542 -1.2037 0.02
C -4.5749 -3.6308 -0.2786 -0.17
C -5.4320 -4.5170 -0.9054 -0.12
C -5.7075 -4.0348 -2.2346 -0.09
C -4.8468 -2.9285 -2.3568 -0.15
H -3.4343 -2.0207 -1.0430 0.08
H -4.1958 -3.6051 0.7324 0.10
H -5.8906 -5.3511 -0.3950 0.08
H -6.4112 -4.4182 -2.9586 0.08
H -4.6212 -2.3972 -3.2696 0.10
N 0.8479 -5.0361 4.8171 0.00
C 1.7561 -4.3470 4.0362 -0.13
C 1.3047 -3.0521 3.9225 -0.11
C 0.0381 -2.9601 4.6024 -0.10
C -0.1169 -4.1936 5.1925 -0.17
H 0.8779 -6.0093 5.0859 0.15
H 2.6382 -4.8855 3.7226 0.09
H 1.8869 -2.2884 3.4282 0.07
H -0.5932 -2.0949 4.7414 0.06
H -0.8003 -4.5340 5.9564 0.11